Formula: C10H48NO22S2
Source: the Open Molecules 2025 dataset
Level of theory: ωB97M-V/def2-TZVPD

XYZ file:
```
83
C10H48NO22S2 ωB97M-V/def2-TZVPD
C 1.900 2.363 1.156
C 1.229 1.405 0.177
C 1.815 -0.013 0.256
S 1.461 -0.934 1.751
O 2.730 -0.991 2.457
O 0.368 -0.340 2.481
N 1.152 -2.402 1.160
S -0.283 -3.008 1.420
O -0.635 -3.135 2.819
O -0.335 -4.258 0.680
O -0.159 1.480 0.428
C -1.011 0.876 -0.510
C -2.344 0.607 0.143
C -2.819 1.421 1.158
C -4.044 1.150 1.751
C -4.800 0.052 1.348
C -4.325 -0.765 0.340
C -3.108 -0.485 -0.262
H 1.487 3.363 1.031
H 2.976 2.367 0.983
H 1.694 2.038 2.179
H 1.443 1.760 -0.843
H 1.508 -0.610 -0.596
H 2.901 0.074 0.243
H -1.215 -2.253 0.806
H -1.152 1.506 -1.399
H -0.629 -0.084 -0.873
H -2.240 2.271 1.493
H -4.400 1.802 2.542
H -5.753 -0.150 1.823
H -4.907 -1.612 -0.002
H -2.748 -1.121 -1.064
O -4.896 3.287 -0.675
H -4.589 2.564 -0.109
H -4.084 3.691 -1.014
O -3.103 5.410 -1.553
H -3.820 5.497 -2.191
H -2.942 6.311 -1.246
O 3.974 -1.981 -0.820
H 3.739 -2.422 0.007
H 3.994 -2.690 -1.471
O 1.017 0.151 -2.825
H 0.879 -0.528 -3.496
H 1.328 0.912 -3.326
O -3.281 6.799 0.901
H -4.199 6.541 0.771
H -3.225 7.088 1.816
O 5.882 -4.223 0.212
H 5.323 -4.099 0.989
H 5.934 -3.354 -0.199
O -2.045 7.949 -3.076
H -1.434 8.683 -2.968
H -1.508 7.158 -2.955
O 1.631 -2.416 -3.723
H 2.108 -3.220 -3.977
H 2.088 -2.092 -2.934
O -4.647 1.112 -2.511
H -5.317 1.004 -3.192
H -4.915 1.907 -2.024
O 3.240 -5.024 2.342
H 2.684 -4.265 2.117
H 2.812 -5.758 1.888
O -1.518 1.083 4.323
H -1.098 0.300 3.938
H -1.244 1.071 5.244
O 2.786 -4.910 -4.712
H 3.441 -5.081 -5.394
H 2.288 -5.727 -4.618
O 5.742 -1.242 2.082
H 4.799 -1.353 2.269
H 6.111 -0.958 2.922
O -0.273 -7.091 1.561
H -0.869 -7.101 2.320
H -0.295 -6.156 1.303
O 3.301 -0.350 -5.121
H 3.926 -0.511 -5.832
H 2.782 -1.165 -5.042
O 2.511 5.596 1.646
H 3.042 5.946 2.367
H 2.467 6.309 1.002
O -1.971 -5.566 3.437
H -2.864 -5.342 3.707
H -1.503 -4.715 3.367
```

Results
HOMO-LUMO gap in eV: 8.4
Net charge: -1

Formula: C10H4BrN5O5
Source: the Open Molecules 2025 dataset
Level of theory: ωB97M-V/def2-TZVPD

XYZ file:
```
25
C10H4BrN5O5 ωB97M-V/def2-TZVPD
O 1.547 -2.363 -1.534
O -1.541 -2.953 2.103
O -1.095 -1.785 3.914
Br -3.451 2.868 1.942
N 3.573 1.519 -3.576
N 3.465 0.382 -4.155
N 2.727 1.476 -2.486
O -2.837 0.285 3.476
O 0.451 -1.666 0.453
C 0.987 -1.518 -0.828
C 2.175 0.277 -2.419
C 1.159 -0.160 -1.369
C 0.436 0.943 -0.884
C -1.450 1.612 0.431
C -2.274 1.423 1.496
C -2.113 0.299 2.293
C -0.481 -0.720 0.745
C -0.566 0.608 0.081
C -1.292 -0.738 1.925
N 2.742 -0.505 -3.410
N -1.268 -1.897 2.657
H -2.495 -0.328 4.159
H 0.586 1.930 -1.355
H -1.564 2.589 -0.120
H 2.580 -1.579 -3.537
```

Results
HOMO-LUMO gap in eV: 7.8
SMILES string: O=c1oc2c([N+](=O)[O-])c(O)c(Br)cc2cc1-c1nnn[nH]1

Formula: C10H4Cl2O3
Source: the Open Molecules 2025 dataset
Level of theory: ωB97M-V/def2-TZVPD

XYZ file:
```
19
C10H4Cl2O3 ωB97M-V/def2-TZVPD
O -1.913 -3.844 -1.108
O -0.553 -1.705 1.773
Cl 0.766 3.467 2.834
Cl 0.949 2.669 -2.479
O 0.429 -0.223 -1.772
C -1.080 -3.477 -0.325
C -0.256 -1.300 0.697
C -0.342 -1.417 -1.692
C -0.644 -2.070 -0.459
C 0.811 2.928 0.123
C 0.130 1.077 1.649
C 0.479 2.421 1.433
C 0.720 2.000 -0.901
C 0.404 0.648 -0.681
C 0.141 0.144 0.582
H -0.567 -4.064 0.382
H -0.500 -1.966 -2.576
H 1.167 3.964 -0.098
H -0.141 0.748 2.617
```

Results
HOMO-LUMO gap in eV: 8.7
Energy above the lowest of the compared OMol25 structures with the same formula, charge and spin in kcal/mol: 22.82
SMILES string: O=Cc1coc2c(Cl)cc(Cl)cc2c1=O

Formula: C10H56O23
Source: the Open Molecules 2025 dataset
Level of theory: ωB97M-V/def2-TZVPD

XYZ file:
```
89
C10H56O23 ωB97M-V/def2-TZVPD
C -3.580 -0.422 4.325
O -2.611 -1.459 4.615
C -2.453 -2.320 3.434
C -1.016 -1.993 2.803
C -1.229 -0.857 1.670
C -0.681 0.588 2.159
C -1.229 1.812 1.263
C -1.056 1.537 -0.330
C 0.509 1.490 -0.771
C 0.894 -0.004 -1.196
O 1.817 -0.109 -2.321
C 2.856 0.827 -2.252
O 3.192 1.384 -3.331
O 3.595 1.164 -1.090
O 3.896 0.062 -0.340
H -4.612 -0.896 4.122
H -3.681 0.357 5.153
H -3.247 0.109 3.372
H -3.334 -2.180 2.728
H -2.475 -3.409 3.795
H -0.378 -1.549 3.652
H -0.519 -2.918 2.349
H -0.730 -1.198 0.697
H -2.346 -0.744 1.433
H 0.465 0.586 2.247
H -1.080 0.745 3.224
H -2.349 1.912 1.492
H -0.618 2.743 1.554
H -1.628 0.594 -0.612
H -1.514 2.466 -0.834
H 1.115 1.754 0.175
H 0.628 2.269 -1.591
H -0.064 -0.555 -1.521
H 1.294 -0.586 -0.286
H 3.705 0.320 0.599
O 5.283 -0.399 -4.258
H 4.660 0.292 -3.987
H 5.307 -1.000 -3.504
O 7.104 0.369 -6.914
H 7.001 1.265 -6.570
H 6.707 -0.190 -6.233
O 5.486 2.956 -4.582
H 5.380 3.849 -4.234
H 5.088 2.393 -3.904
O -3.500 0.693 -1.908
H -4.323 1.187 -2.010
H -3.678 -0.145 -2.352
O 6.751 -3.635 -3.944
H 7.621 -3.280 -4.163
H 6.154 -2.889 -4.078
O 4.421 -1.132 -8.345
H 4.118 -0.862 -7.470
H 5.275 -0.689 -8.442
O -4.337 -3.800 1.120
H -5.164 -3.313 1.021
H -4.508 -4.642 0.680
O -4.950 -1.652 -0.588
H -5.005 -2.324 -1.279
H -4.061 -1.763 -0.225
O 1.694 2.489 -5.827
H 1.643 1.827 -6.527
H 2.575 2.365 -5.451
O -3.984 -4.786 4.449
H -4.609 -4.103 4.720
H -3.939 -5.379 5.213
O -6.705 0.091 -2.394
H -6.697 -0.726 -1.881
H -7.618 0.397 -2.336
O -0.480 4.990 1.782
H 0.390 5.345 1.550
H -1.079 5.734 1.648
O -2.141 -4.448 6.963
H -2.508 -3.965 7.713
H -2.323 -3.876 6.204
O 2.783 5.103 1.972
H 3.463 5.668 2.364
H 3.070 4.208 2.189
O 7.792 3.720 -6.359
H 7.687 4.613 -6.012
H 7.394 3.157 -5.681
O 2.613 5.926 4.828
H 2.143 5.728 4.006
H 1.910 6.130 5.456
O -7.079 -0.616 1.824
H -6.682 -1.220 1.183
H -6.966 0.254 1.425
O -3.857 -7.024 7.348
H -3.183 -6.448 7.734
H -3.558 -7.914 7.567
```

Results
HOMO-LUMO gap in eV: 9.1
Energy above the lowest of the compared OMol25 structures with the same formula, charge and spin in kcal/mol: 151.89

Formula: C10H57NO21S
Source: the Open Molecules 2025 dataset
Level of theory: ωB97M-V/def2-TZVPD

XYZ file:
```
90
C10H57NO21S ωB97M-V/def2-TZVPD
C -2.479 -0.865 5.312
C -3.011 -1.618 4.527
C -3.510 -2.590 3.433
C -2.291 -3.210 2.637
C -1.970 -2.434 1.267
C -0.486 -2.823 0.855
O 0.439 -1.728 0.818
C 0.436 -0.962 2.026
C 1.628 0.101 1.892
C 2.293 0.397 3.321
N 1.360 1.032 4.272
O 1.138 1.388 1.438
C 0.627 1.254 0.111
S 0.287 2.863 -0.733
H -2.011 -0.160 6.030
H -4.226 -2.108 2.712
H -4.056 -3.456 3.912
H -1.317 -3.183 3.217
H -2.453 -4.294 2.352
H -2.678 -2.835 0.482
H -2.168 -1.336 1.335
H -0.138 -3.701 1.485
H -0.543 -3.216 -0.210
H 0.586 -1.568 2.966
H -0.495 -0.321 2.152
H 2.445 -0.278 1.203
H 3.099 1.163 3.108
H 2.750 -0.522 3.779
H 1.021 1.935 3.931
H 0.520 0.468 4.424
H -0.364 0.699 0.099
H 1.337 0.623 -0.503
H -0.694 3.429 0.061
O 0.342 -5.417 2.531
H -0.215 -6.125 2.188
H 1.183 -5.853 2.723
O -3.714 -0.743 -0.306
H -3.543 0.205 -0.334
H -3.179 -1.098 -1.032
O -5.774 0.084 6.710
H -4.935 -0.327 6.464
H -6.266 0.123 5.882
O -0.028 5.406 -3.240
H 0.310 4.546 -2.965
H 0.548 5.652 -3.977
O -2.517 -1.752 -2.763
H -1.670 -2.161 -3.004
H -3.005 -1.715 -3.594
O 0.079 -2.802 -3.627
H 0.524 -3.634 -3.429
H 0.732 -2.298 -4.127
O 1.113 5.760 -6.049
H 1.639 5.027 -6.392
H 0.203 5.457 -6.148
O 2.966 -7.239 3.564
H 3.423 -8.069 3.739
H 3.598 -6.730 3.042
O -1.077 0.894 -3.734
H -1.739 1.439 -3.293
H -1.203 0.014 -3.350
O -6.271 -3.857 4.398
H -6.919 -3.303 4.849
H -6.397 -4.730 4.789
O 3.089 4.789 -2.256
H 2.427 5.335 -1.813
H 2.992 3.922 -1.843
O 5.460 4.277 -3.947
H 4.794 4.822 -3.502
H 5.364 3.411 -3.536
O 3.053 3.160 -6.049
H 3.518 2.338 -5.842
H 3.689 3.660 -6.572
O -7.456 0.403 9.717
H -7.139 -0.471 9.970
H -6.868 0.664 8.996
O -0.475 4.244 -7.711
H -0.569 5.028 -8.266
H 0.022 3.626 -8.261
O 1.718 1.649 -3.911
H 1.946 2.560 -4.142
H 0.748 1.643 -3.899
O 4.765 1.162 1.145
H 4.997 2.078 0.949
H 3.800 1.163 1.165
O 3.172 -1.239 -1.363
H 2.687 -0.578 -1.874
H 3.838 -0.725 -0.887
O 5.350 1.500 -6.392
H 5.811 0.679 -6.184
H 5.986 1.999 -6.917
```

Results
HOMO-LUMO gap in eV: 9.2

Formula: C10H5BrF4
Source: the Open Molecules 2025 dataset
Level of theory: ωB97M-V/def2-TZVPD

XYZ file:
```
20
C10H5BrF4 ωB97M-V/def2-TZVPD
C -1.473 -0.003 0.755
C -0.586 0.945 0.232
C -1.237 -1.356 0.578
C 0.586 0.539 -0.367
C 0.906 -0.856 -0.491
C -0.016 -1.760 0.028
C 1.734 1.476 -0.722
C 3.028 1.217 -0.397
C 2.166 -1.353 -1.012
C 3.505 0.116 0.488
F 0.190 -3.058 -0.189
F 3.962 2.152 -0.656
F 2.607 -0.987 -2.178
F 2.848 -0.229 1.599
Br 5.263 -0.428 0.331
H -2.282 0.468 1.156
H -0.658 1.960 0.270
H -1.922 -2.022 0.939
H 1.355 2.356 -1.183
H 2.765 -2.131 -0.542
```

Results
HOMO-LUMO gap (spin up / spin down) in eV: 7.5 / 6.8
SMILES string: F/C=c1/c(F)ccc/c1=C/C(F)=C(\F)Br

What max |F| values result from the calculations? In sequence: 1.89 5.23 5.29 4.49 1.80 3.22 eV/Å.